# 1
Here is 2 unconnected molecules or ions with the total composition C2H11N5 from OMol25. Energies are from ωB97M-V/def2-TZVPD.

Computed properties:
SMILES string = N=C(N)N.NCN
2S+1 = 1
HOMO energy = -0.332 hartree
E_tot = -356.58524 Ha

Atoms and positions in Å:
1 N -0.50431 2.57731 -0.72432
2 C -1.54217 1.82658 -1.42062
3 N -2.41456 0.96235 -0.62788
4 H -0.88740 3.03185 0.09758
5 H 0.20759 1.94002 -0.38354
6 H -2.17829 2.53251 -1.94849
7 H -1.04368 1.21166 -2.17178
8 H -1.86905 0.38316 -0.00149
9 H -3.06927 1.50902 -0.08392
10 N 0.91678 -1.68462 1.85244
11 C 1.71195 -1.69129 0.71717
12 N 1.16578 -2.48748 -0.29675
13 N 2.82456 -1.10579 0.53944
14 H 1.28382 -1.25781 2.68495
15 H 0.39771 -2.52991 2.02369
16 H 0.19104 -2.27745 -0.47438
17 H 1.70922 -2.36768 -1.14056
18 H 3.10027 -0.57244 1.35848

# 2
Here is a single C3H8N2S2 molecule from OMol25. Energies are from ωB97M-V/def2-TZVPD.

Computed properties:
2S+1 = 1
HOMO energy = -0.274 hartree
E_tot = -1024.86104 Ha

Atoms and positions in Å:
1 C -2.20259 0.94970 0.80873
2 C 0.14434 -0.68610 -0.20035
3 C 1.60206 -0.95040 0.28123
4 N -1.46963 1.22129 -0.22992
5 N -0.16020 0.78022 -0.12379
6 S -1.00034 -1.48325 0.87082
7 S -0.06390 -1.35644 -1.89023
8 H -1.78234 0.67238 1.79159
9 H -3.21414 1.22835 0.61693
10 H 2.12644 -0.15203 -0.31909
11 H 2.03429 -1.92486 0.03271
12 H 1.92862 -0.82377 1.31455
13 H -1.94608 1.05085 -1.22656
14 H 0.37084 1.27037 -0.81964
15 H -0.14244 -2.56101 -1.36594

# 3
Here is a single C20H26N2O4 molecule from OMol25. Energies are from ωB97M-V/def2-TZVPD.

Computed properties:
SMILES string = COC(=O)c1ccccc1C(=O)N1CCC(CCC(=O)NC2CC2)CC1
2S+1 = 1
HOMO energy = -0.325 hartree
E_tot = -1188.21297 Ha

Atoms and positions in Å:
1 C 3.12753 1.49334 2.94430
2 H 2.11423 1.56720 3.33817
3 H 3.48969 2.48013 2.65187
4 H 3.79640 1.05639 3.68832
5 O 3.08082 0.66811 1.79010
6 C 3.97501 -0.32125 1.68833
7 O 4.77788 -0.60103 2.54417
8 C 3.83224 -1.06546 0.41066
9 C 4.34851 -2.35748 0.34861
10 C 4.24041 -3.10021 -0.81085
11 C 3.62375 -2.55084 -1.92421
12 C 3.12262 -1.26164 -1.87558
13 C 3.21267 -0.50911 -0.71064
14 C 2.78523 0.93282 -0.75095
15 O 3.59483 1.80119 -1.02707
16 N 1.47967 1.17710 -0.54386
17 C 0.50050 0.19668 -0.14599
18 H 0.13673 0.42757 0.86104
19 C -0.67145 0.19931 -1.12784
20 H -0.31191 -0.12570 -2.10760
21 H -1.41774 -0.51945 -0.78867
22 C -1.29255 1.59339 -1.27277
23 C -0.18100 2.59075 -1.62482
24 C 0.97113 2.52733 -0.62369
25 H 0.63739 2.84866 0.36863
26 H 1.79535 3.16902 -0.94157
27 H 0.20794 2.35311 -2.61737
28 H -0.58007 3.60579 -1.65380
29 C -2.07484 2.05299 -0.03639
30 C -3.23830 1.12605 0.31905
31 C -2.82122 0.04596 1.30115
32 O -1.84757 0.12976 2.02261
33 N -3.63433 -1.03627 1.36261
34 C -4.82018 -1.26224 0.60664
35 C -4.71816 -1.87947 -0.76465
36 C -5.26365 -2.67271 0.38354
37 H -6.32032 -2.88762 0.41070
38 H -4.64764 -3.46187 0.78732
39 H -5.39634 -1.54307 -1.53319
40 H -3.73342 -2.13303 -1.12611
41 H -5.58857 -0.51016 0.76053
42 H -3.36081 -1.74447 2.03083
43 H -3.66408 0.67333 -0.57669
44 H -4.02957 1.69824 0.81148
45 H -1.42023 2.11090 0.83264
46 H -2.45881 3.05530 -0.23626
47 H -1.99999 1.56195 -2.11205
48 H 0.96432 -0.79052 -0.11959
49 H 2.66184 -0.82545 -2.75015
50 H 3.54192 -3.12429 -2.83591
51 H 4.64112 -4.10187 -0.85168
52 H 4.83302 -2.75717 1.22662

# 4
Here is 2 unconnected molecules or ions with the total composition C3H3NO from OMol25. Energies are from ωB97M-V/def2-TZVPD.

Computed properties:
SMILES string = C=C=O.C#N
2S+1 = 1
HOMO energy = -0.366 hartree
E_tot = -246.00692 Ha

Atoms and positions in Å:
1 C -1.18625 -0.94714 -0.86092
2 C 1.21687 0.69370 0.12218
3 C 0.22592 0.73046 0.89325
4 N -2.21567 -1.45811 -0.92318
5 O 2.05668 0.71364 -0.66613
6 H -0.11689 -0.93562 -1.09385
7 H -0.55390 -0.06939 0.68021
8 H 0.57325 1.27245 1.84844

# 5
Here is a molecular structure, C3H7NO2S from OMol25. Energies are from ωB97M-V/def2-TZVPD.

Computed properties:
2S+1 = 1
HOMO energy = -0.325 hartree
E_tot = -721.69605 Ha

Atoms and positions in Å:
1 C -1.14955 1.86104 0.33384
2 C -1.77889 -0.24192 -1.83037
3 C 1.61865 -1.05393 1.23440
4 N -0.07790 1.20292 0.37184
5 O 1.51957 0.26268 -1.15864
6 O 0.42260 -1.24354 0.51032
7 S 0.23679 -0.05819 -0.64409
8 H -1.32426 2.89328 0.78753
9 H -1.90004 1.37721 -0.29736
10 H -1.35207 -0.86692 -2.72695
11 H -2.25417 -0.96060 -1.05605
12 H 1.64541 -0.14201 1.76988
13 H 2.61267 -1.16957 0.66855
14 H 1.78120 -1.86045 2.03709

# 6
Here is 12 unconnected molecules or ions with the total composition C8H42N2O12 from OMol25. Energies are from ωB97M-V/def2-TZVPD.

Computed properties:
SMILES string = COC[C@H](C)N.COC[C@H](C)N.O.O.O.O.O.O.O.O.O.O
2S+1 = 1
HOMO energy = -0.352 hartree
E_tot = -1342.35336 Ha

Atoms and positions in Å:
1 C -22.36968 -10.03914 1.32800
2 C -20.88848 -9.66084 1.54509
3 C -20.10314 -9.62078 0.22841
4 O -20.16591 -10.90696 -0.34700
5 C -19.82368 -10.89696 -1.72443
6 N -20.84840 -8.31187 2.12988
7 H -22.96760 -9.68082 2.16099
8 H -22.39278 -11.13061 1.32658
9 H -22.76516 -9.72978 0.36182
10 H -20.44390 -10.42430 2.19245
11 H -19.05958 -9.27856 0.22644
12 H -20.58459 -8.81344 -0.34353
13 H -20.40272 -10.22063 -2.36024
14 H -19.97251 -11.91124 -2.08125
15 H -18.78634 -10.55742 -1.80652
16 H -19.86667 -8.13201 2.34502
17 H -21.33127 -8.25732 3.02059
18 C -24.48281 -3.10061 2.29777
19 C -25.12285 -4.04411 3.33919
20 C -25.54143 -3.24149 4.59129
21 O -24.31505 -2.90452 5.25766
22 C -24.30737 -1.60833 5.79942
23 N -26.40419 -4.62410 2.86577
24 H -23.70478 -3.67998 1.79196
25 H -23.99434 -2.21763 2.70847
26 H -25.17137 -2.82796 1.49855
27 H -24.41692 -4.81420 3.63807
28 H -26.14452 -3.87708 5.25015
29 H -26.14288 -2.35766 4.36657
30 H -24.70676 -0.83246 5.13867
31 H -23.28120 -1.32987 6.05236
32 H -24.84635 -1.43520 6.74229
33 H -27.02625 -3.87377 2.59496
34 H -26.21659 -5.20392 2.05521
35 O -21.75196 -8.07893 5.04202
36 H -21.34982 -7.85929 5.90381
37 H -21.59345 -9.02678 4.92852
38 O -21.27478 -3.65942 5.80042
39 H -21.23069 -3.99805 4.88729
40 H -22.18830 -3.35945 5.90465
41 O -20.72273 -5.88205 0.60634
42 H -19.86009 -5.57648 0.95668
43 H -20.81481 -6.81362 0.90370
44 O -18.78493 -5.05022 2.41192
45 H -17.84388 -4.83568 2.37063
46 H -18.83189 -5.83332 2.97431
47 O -21.94911 -5.41808 3.73058
48 H -21.30117 -5.70473 3.07127
49 H -22.09953 -6.18796 4.30220
50 O -24.47310 -9.07486 4.29592
51 H -23.76658 -8.61336 4.76920
52 H -24.65532 -8.52131 3.52900
53 O -21.79089 -6.15414 6.89516
54 H -21.52345 -5.25623 6.57526
55 H -22.61015 -6.32825 6.40750
56 O -21.08655 -2.53272 2.52620
57 H -21.76722 -3.06833 2.95031
58 H -20.53689 -3.17115 2.05549
59 O -24.46417 -5.85134 5.80864
60 H -24.58402 -4.89035 5.77791
61 H -25.32117 -6.21768 5.55778
62 O -23.88727 -6.28774 0.48905
63 H -24.55381 -6.92318 0.77320
64 H -23.28608 -6.19888 1.24181

# 7
Here is 2 unconnected molecules or ions with the total composition C5H10O3S from OMol25. Energies are from ωB97M-V/def2-TZVPD.

Computed properties:
2S+1 = 1
HOMO energy = -0.317 hartree
E_tot = -820.25806 Ha

Atoms and positions in Å:
1 C 0.96566 -2.16214 -0.17902
2 C -1.71184 1.28270 0.30733
3 C -1.00697 2.44128 1.11933
4 C -1.04077 0.01372 0.64364
5 C 1.05666 -2.08192 -1.77641
6 O 1.27623 0.88790 -0.51739
7 O 0.25415 1.89051 1.62669
8 O 2.10275 -2.27624 0.41108
9 S 0.78150 0.54652 0.81737
10 H -2.70343 1.38954 0.60147
11 H -1.44441 1.46226 -0.66549
12 H -0.91145 3.27955 0.49612
13 H -1.46118 2.83343 2.01571
14 H -1.19100 -0.33907 1.69739
15 H -1.02321 -0.82061 -0.00215
16 H 0.45335 -2.86008 -2.25918
17 H 0.60395 -1.14132 -1.87537
18 H 2.07321 -1.90392 -2.24581
19 H 2.92679 -2.44211 -0.21532

# 8
Here is 5 unconnected molecules or ions with the total composition C33H76BrISi from OMol25. Energies are from ωB97M-V/def2-TZVPD.

Computed properties:
SMILES string = CCCCCCCC[Si@@](C)(Br)I.CCCCCC.CCCCCC.CCCCCC.CCCCCC
2S+1 = 1
HOMO energy = -0.357 hartree
E_tot = -4464.27516 Ha

Atoms and positions in Å:
1 C 1.20105 -4.05522 -0.60163
2 C 1.56016 -5.42319 -1.18678
3 C 0.39459 -6.10467 -1.89310
4 C -0.67746 -6.62259 -0.91836
5 C -2.00536 -5.88742 -0.97475
6 C -2.72305 -6.06797 -2.30074
7 C -4.12080 -5.45563 -2.33712
8 C -4.27168 -4.04947 -1.75702
9 Si -3.58910 -2.59800 -2.70534
10 C -3.40349 -1.10780 -1.61009
11 Br -1.59660 -3.00819 -3.63942
12 I -5.14705 -1.99727 -4.50732
13 H 0.51859 -3.52766 -1.26849
14 H 2.08964 -3.43992 -0.48605
15 H 0.72120 -4.14330 0.37088
16 H 1.91687 -6.07118 -0.38372
17 H 2.39003 -5.30492 -1.88295
18 H -0.04442 -5.38858 -2.59021
19 H 0.78779 -6.92094 -2.49738
20 H -0.26468 -6.58113 0.08988
21 H -0.87446 -7.67596 -1.12432
22 H -2.65845 -6.30038 -0.19965
23 H -1.85705 -4.83195 -0.73948
24 H -2.84676 -7.14307 -2.45174
25 H -2.11701 -5.71558 -3.13272
26 H -4.77539 -6.11673 -1.76530
27 H -4.50184 -5.47064 -3.35831
28 H -5.33977 -3.82843 -1.68806
29 H -3.88187 -3.99399 -0.74080
30 H -4.40636 -0.72206 -1.43234
31 H -2.80112 -0.34354 -2.09043
32 H -2.95637 -1.40103 -0.66224
33 C 5.96371 -6.84265 2.32380
34 C 4.61714 -7.35420 2.82697
35 C 4.51987 -8.87842 2.87034
36 C 4.68184 -9.56963 1.51531
37 C 3.69461 -9.11031 0.44406
38 C 2.23525 -9.36732 0.80766
39 H 6.15722 -7.15665 1.29715
40 H 6.00014 -5.75282 2.34396
41 H 6.77851 -7.21552 2.94799
42 H 3.81663 -6.94640 2.20332
43 H 4.44134 -6.96736 3.83395
44 H 3.56021 -9.15980 3.31240
45 H 5.28662 -9.26336 3.54992
46 H 4.57189 -10.64884 1.66074
47 H 5.70009 -9.41902 1.14689
48 H 3.92740 -9.62928 -0.48924
49 H 3.83600 -8.04526 0.23927
50 H 2.05744 -10.42997 0.98507
51 H 1.57509 -9.04616 0.00009
52 H 1.94133 -8.82247 1.70626
53 C -3.60757 0.35600 2.50815
54 C -4.82090 0.70242 1.64961
55 C -4.58783 1.89435 0.72528
56 C -4.28182 3.21348 1.43461
57 C -5.34963 3.67246 2.42586
58 C -6.70751 3.93317 1.78074
59 H -3.34214 1.17271 3.18103
60 H -3.80114 -0.52344 3.12380
61 H -2.73806 0.14145 1.88230
62 H -5.68483 0.88397 2.29441
63 H -5.07981 -0.16444 1.03516
64 H -5.46248 2.02060 0.08072
65 H -3.75442 1.66086 0.05450
66 H -4.14145 3.99102 0.67658
67 H -3.32520 3.13160 1.95840
68 H -5.00266 4.58925 2.90989
69 H -5.45970 2.93428 3.22512
70 H -6.62560 4.68853 0.99625
71 H -7.42784 4.29275 2.51636
72 H -7.12198 3.02918 1.33200
73 C -1.47453 5.25583 3.38103
74 C -2.10626 6.11075 2.28604
75 C -1.50437 5.87095 0.90290
76 C -0.01410 6.19344 0.78647
77 C 0.37046 7.62578 1.15000
78 C -0.27618 8.67469 0.25029
79 H -0.41368 5.47762 3.50571
80 H -1.95953 5.43062 4.34245
81 H -1.56946 4.19282 3.14804
82 H -2.02351 7.16701 2.55618
83 H -3.17659 5.89359 2.23882
84 H -2.06425 6.45391 0.16591
85 H -1.65394 4.82134 0.62997
86 H 0.30287 5.99587 -0.24110
87 H 0.55704 5.50281 1.41367
88 H 1.45791 7.71935 1.07985
89 H 0.11614 7.82967 2.19379
90 H -0.01120 8.50377 -0.79560
91 H 0.05438 9.67881 0.51861
92 H -1.36443 8.65708 0.32681
93 C 3.57586 5.48353 -0.59105
94 C 2.97287 6.35627 -1.68815
95 C 3.60360 6.13828 -3.06225
96 C 5.09657 6.46150 -3.14063
97 C 5.46512 7.88625 -2.72994
98 C 4.81944 8.95879 -3.60220
99 H 4.63515 5.69813 -0.44285
100 H 3.07101 5.65431 0.36125
101 H 3.47567 4.42442 -0.83750
102 H 3.05221 7.40918 -1.40227
103 H 1.90418 6.14301 -1.76293
104 H 3.06063 6.73488 -3.80034
105 H 3.45853 5.09410 -3.35648
106 H 5.43472 6.29009 -4.16737
107 H 5.65651 5.75736 -2.51934
108 H 6.55186 7.99089 -2.78022
109 H 5.19435 8.05527 -1.68406
110 H 5.09679 8.82598 -4.65004
111 H 5.13800 9.95603 -3.29650
112 H 3.73066 8.92973 -3.53853

Please write out number 7 again, unchanged.
Here is 2 unconnected molecules or ions with the total composition C5H10O3S from OMol25. Energies are from ωB97M-V/def2-TZVPD.

Computed properties:
2S+1 = 1
HOMO energy = -0.317 hartree
E_tot = -820.25806 Ha

Atoms and positions in Å:
1 C 0.96566 -2.16214 -0.17902
2 C -1.71184 1.28270 0.30733
3 C -1.00697 2.44128 1.11933
4 C -1.04077 0.01372 0.64364
5 C 1.05666 -2.08192 -1.77641
6 O 1.27623 0.88790 -0.51739
7 O 0.25415 1.89051 1.62669
8 O 2.10275 -2.27624 0.41108
9 S 0.78150 0.54652 0.81737
10 H -2.70343 1.38954 0.60147
11 H -1.44441 1.46226 -0.66549
12 H -0.91145 3.27955 0.49612
13 H -1.46118 2.83343 2.01571
14 H -1.19100 -0.33907 1.69739
15 H -1.02321 -0.82061 -0.00215
16 H 0.45335 -2.86008 -2.25918
17 H 0.60395 -1.14132 -1.87537
18 H 2.07321 -1.90392 -2.24581
19 H 2.92679 -2.44211 -0.21532

Look up the E_tot of the eighth one.
-4464.27516 Ha